1.
The following is a quantum chemistry calculation of a molecular structure, C43H43F2N9O2PV, from the OMol25 dataset.

XYZ file:
```
101
Properties=species:S:1:pos:R:3:forces:R:3:mulliken_spin:R:1
V -0.144 0.765 -0.148 0.1 0.0 0.0 2.015
C -3.713 -0.031 -2.985 0.0 -0.1 0.0 -0.001
O -2.678 -1.054 -3.129 -0.1 0.0 0.1 0.006
C -1.811 -0.822 -2.165 0.0 -0.1 -0.1 0.049
N -1.986 0.155 -1.364 -0.1 0.1 -0.1 -0.055
C -3.329 0.721 -1.697 0.0 0.0 0.0 0.026
C -4.260 0.538 -0.521 0.0 0.0 0.0 -0.001
C -3.728 1.082 0.767 0.0 0.0 -0.1 0.023
C -4.654 1.032 2.016 0.0 0.1 0.0 0.004
C -5.962 0.345 1.815 0.0 -0.1 -0.1 0.000
C -6.321 -0.145 0.630 0.0 0.0 0.0 0.000
C -5.465 -0.031 -0.560 0.0 0.0 0.0 -0.001
C -0.669 -1.721 -1.984 0.1 -0.1 0.0 0.034
C -0.420 -2.884 -2.694 0.0 0.0 0.0 -0.003
C 0.697 -3.630 -2.346 0.1 0.0 0.0 0.010
C 1.512 -3.207 -1.301 0.0 0.0 0.0 -0.005
C 1.163 -2.039 -0.645 0.1 0.1 0.1 0.028
N 0.106 -1.307 -0.985 -0.1 0.0 0.0 -0.037
C 1.822 -1.456 0.533 -0.1 0.0 -0.1 0.020
N 1.338 -0.389 1.050 0.1 0.0 0.0 -0.025
C 2.072 -0.167 2.322 0.0 -0.1 0.0 0.006
C 3.192 -1.236 2.259 0.0 -0.1 0.0 -0.001
O 2.858 -2.046 1.085 -0.1 0.0 0.0 0.006
C 1.181 -0.352 3.531 0.0 -0.1 0.0 0.006
C 0.236 -1.374 3.569 0.0 0.0 0.0 0.003
C -0.493 -1.612 4.724 0.0 0.0 0.0 0.001
C -0.275 -0.836 5.856 0.0 0.0 0.0 0.000
C 0.661 0.186 5.822 0.0 0.0 0.0 -0.001
C 1.382 0.430 4.661 0.0 0.0 0.0 0.000
H -4.653 -0.564 -2.919 0.0 0.1 0.0 0.000
H -3.704 0.584 -3.882 0.1 0.0 0.0 0.000
H -3.193 1.788 -1.886 -0.1 0.0 0.0 -0.003
H -3.315 2.080 0.593 0.0 0.0 0.0 -0.004
H -4.812 2.014 2.466 0.0 0.0 0.0 0.000
H -6.632 0.268 2.663 0.0 0.0 0.0 0.000
H -7.280 -0.630 0.510 0.0 0.0 0.0 0.000
H -5.882 -0.423 -1.478 0.0 0.0 0.0 0.000
H -1.083 -3.193 -3.490 0.0 0.0 0.0 0.000
H 0.926 -4.543 -2.879 0.0 0.0 0.0 0.000
H 2.380 -3.771 -0.989 0.0 0.0 0.0 0.000
H 2.497 0.835 2.323 0.0 0.0 0.0 -0.004
H 3.183 -1.906 3.115 0.0 0.0 0.0 0.000
H 4.189 -0.831 2.105 0.0 0.0 0.0 0.000
H 0.066 -1.993 2.694 0.0 0.0 0.0 -0.006
H -1.219 -2.415 4.748 0.0 0.0 0.0 0.000
H -0.831 -1.032 6.763 0.0 0.0 0.0 0.000
H 0.835 0.792 6.702 0.0 0.0 0.0 0.000
H 2.118 1.227 4.639 0.0 0.0 0.0 0.000
F 3.528 4.565 1.359 0.0 0.0 0.0 0.000
C 2.415 3.889 1.663 0.0 0.0 0.0 -0.004
C 1.934 2.959 0.756 0.0 0.0 0.0 0.005
C 0.780 2.237 1.037 0.2 0.3 0.2 -0.154
C 0.132 2.468 2.269 -0.1 -0.1 0.0 0.039
C 0.649 3.431 3.138 0.0 0.0 0.0 -0.004
F 0.043 3.703 4.303 0.0 0.0 0.0 0.000
C 1.791 4.155 2.864 0.0 0.0 0.0 0.004
C -1.071 1.651 2.511 0.0 0.1 0.1 0.026
C -1.831 1.678 3.768 0.0 0.0 0.0 0.003
C -2.942 0.958 3.917 0.1 0.0 -0.1 0.014
C -3.554 0.225 2.784 -0.1 -0.1 0.0 0.006
C -2.678 0.208 1.506 0.0 0.1 0.0 0.084
N -1.385 0.868 1.532 -0.1 -0.1 -0.2 -0.067
H 2.506 2.825 -0.149 0.0 0.0 -0.1 0.004
H 2.168 4.893 3.557 0.0 0.0 0.0 0.000
H -1.421 2.232 4.594 0.0 0.0 0.0 0.004
H -3.433 0.922 4.883 0.0 0.0 0.0 -0.003
H -3.903 -0.763 3.087 0.0 0.0 0.0 0.000
H -2.554 -0.786 1.074 -0.1 0.0 0.0 -0.037
C -0.991 5.948 -0.106 0.0 0.0 0.0 0.000
N -1.187 5.044 -1.248 0.0 0.0 0.0 0.005
C -1.297 5.625 -2.590 0.0 0.0 0.0 0.002
C -1.033 3.765 -1.085 0.1 0.0 -0.1 0.043
N -0.889 2.630 -0.900 -0.1 0.0 0.1 -0.031
H -0.068 6.514 -0.234 0.0 0.0 0.0 0.000
H -0.932 5.363 0.809 0.0 0.0 0.0 0.000
H -1.835 6.632 -0.046 0.0 0.0 0.0 0.000
H -0.366 6.122 -2.864 0.0 0.0 0.0 0.000
H -2.111 6.348 -2.596 0.0 0.0 0.0 0.000
H -1.516 4.841 -3.311 0.0 0.0 0.0 0.000
C 3.786 0.156 -4.086 0.0 0.0 0.0 -0.001
N 2.455 0.450 -4.617 0.0 0.0 0.0 0.001
C 2.413 1.857 -5.015 0.0 0.0 0.0 0.000
N 2.756 2.774 -3.930 0.0 0.0 0.0 0.000
C 4.076 2.419 -3.406 0.0 0.0 0.0 0.000
N 4.174 1.023 -2.976 0.0 0.0 0.0 0.001
C 3.377 0.764 -1.785 0.0 0.0 0.0 0.005
P 1.575 1.108 -2.078 -0.1 0.0 0.0 -0.057
C 1.414 0.129 -3.651 0.1 0.0 0.0 0.016
C 1.744 2.771 -2.886 0.0 0.0 0.0 0.005
H 4.508 0.290 -4.891 0.0 0.0 0.0 0.000
H 3.823 -0.886 -3.761 0.0 0.0 0.0 0.000
H 1.416 2.096 -5.391 0.0 0.0 0.0 0.000
H 3.130 2.002 -5.823 0.0 0.0 0.0 0.000
H 4.323 3.075 -2.569 0.0 0.0 0.0 0.000
H 4.810 2.580 -4.196 0.0 0.0 0.0 0.000
H 3.734 1.380 -0.957 0.0 0.0 0.0 0.001
H 3.506 -0.281 -1.486 0.0 0.0 0.0 0.000
H 0.428 0.313 -4.089 0.0 0.0 0.0 -0.001
H 1.475 -0.935 -3.413 0.0 0.0 0.0 -0.001
H 1.977 3.530 -2.138 0.0 0.0 0.0 0.001
H 0.773 3.028 -3.320 0.0 0.0 0.0 0.001
```
Forces are in eV/Å.

net charge: +2
2S+1: 3

---

2.
The following is a quantum chemistry calculation of a molecular structure, C43H43I2N3O3PSTi at a distorted geometry, from the OMol25 dataset.

XYZ file:
```
97
Properties=species:S:1:pos:R:3:forces:R:3:mulliken_spin:R:1
Ti 0.234 -0.285 0.881 -1.3 -0.1 0.0 0.962
I 3.927 -6.750 3.235 0.0 0.0 0.0 0.000
C 2.969 -5.153 2.290 0.0 -0.1 0.0 0.001
C 3.333 -4.802 0.998 -0.1 0.1 0.0 0.000
C 2.677 -3.747 0.383 -0.1 0.1 0.0 -0.002
I 3.200 -3.185 -1.561 0.0 0.0 0.0 0.000
C 1.628 -3.034 1.005 0.0 0.2 -0.3 -0.001
O 0.989 -2.063 0.395 0.5 -1.2 -0.1 -0.001
C 1.301 -3.412 2.326 0.0 0.0 0.1 0.010
C 0.177 -2.687 3.023 0.4 0.2 -0.2 0.012
N 0.302 -1.222 2.916 0.5 -0.4 0.3 0.018
C 1.477 -0.638 3.590 -0.1 -0.3 -0.3 -0.015
C 2.565 -0.317 2.595 0.1 0.0 0.4 0.016
C 3.911 -0.444 2.911 -0.4 -0.2 0.6 -0.004
C 4.856 -0.111 1.973 0.5 0.0 0.1 0.006
C 4.436 0.317 0.736 -0.1 0.2 -0.6 -0.004
C 3.078 0.407 0.486 0.6 0.2 0.0 0.024
N 2.156 0.124 1.400 1.9 0.2 0.6 -0.014
C 1.968 -4.461 2.949 -0.1 0.2 0.0 -0.001
H 4.113 -5.343 0.477 0.0 0.1 0.0 0.000
H -0.768 -2.949 2.559 -0.2 0.0 -0.1 -0.005
H 0.142 -2.996 4.069 0.0 -0.1 0.2 0.001
H -0.529 -0.786 3.275 -0.2 0.1 0.1 -0.002
H 1.170 0.287 4.071 -0.1 0.2 0.1 0.002
H 1.872 -1.309 4.352 0.0 -0.1 0.2 0.000
H 4.198 -0.813 3.891 -0.1 0.0 -0.1 0.000
H 5.913 -0.196 2.201 -0.1 0.0 0.0 0.001
H 5.143 0.569 -0.042 0.0 0.0 0.0 0.000
H 2.709 0.730 -0.472 -0.1 0.0 -0.2 0.003
H 1.689 -4.740 3.959 0.0 0.0 0.0 0.000
O 0.403 0.255 -1.111 -0.1 0.0 -0.9 -0.042
P -0.022 0.074 -2.549 0.2 0.2 0.5 0.010
C 1.398 -0.207 -3.597 0.2 0.0 -0.3 0.002
C 2.425 0.740 -3.557 0.1 -0.1 -0.1 0.000
C 3.542 0.585 -4.363 0.0 0.0 0.0 0.001
C 3.633 -0.512 -5.217 0.0 0.0 0.0 0.000
C 2.612 -1.452 -5.261 0.0 0.0 0.0 0.000
C 1.489 -1.300 -4.452 0.1 0.0 0.0 0.000
C -0.757 1.608 -3.135 -0.2 0.1 0.0 0.005
C -1.172 2.527 -2.173 -0.1 0.1 -0.2 -0.002
C -1.829 3.692 -2.561 0.1 -0.1 0.1 0.000
C -2.066 3.938 -3.906 0.0 0.0 0.0 0.000
C -1.616 3.043 -4.871 0.0 -0.1 0.0 0.000
C -0.957 1.882 -4.488 0.1 0.1 -0.1 -0.001
C -1.165 -1.272 -2.849 -0.2 -0.1 0.0 0.002
C -2.070 -1.243 -3.912 -0.1 -0.1 0.1 -0.001
C -2.917 -2.319 -4.133 0.0 0.0 0.0 0.000
C -2.866 -3.425 -3.290 0.0 0.0 0.0 0.000
C -1.967 -3.457 -2.233 0.0 0.0 0.0 0.000
C -1.109 -2.387 -2.011 0.0 0.0 0.0 0.011
H 2.346 1.595 -2.892 0.0 0.0 0.0 -0.001
H 4.340 1.318 -4.333 0.0 0.0 0.0 0.000
H 4.506 -0.632 -5.851 -0.1 0.0 0.1 0.000
H 2.688 -2.308 -5.924 0.0 0.1 0.1 0.000
H 0.697 -2.041 -4.473 0.1 0.1 0.0 0.000
H -0.970 2.321 -1.133 0.0 0.0 0.1 0.004
H -2.157 4.403 -1.809 0.0 -0.1 -0.1 0.000
H -2.591 4.839 -4.208 0.1 -0.1 0.0 0.000
H -1.777 3.252 -5.923 0.0 0.0 0.1 0.000
H -0.570 1.205 -5.246 -0.1 0.0 0.1 0.000
H -2.134 -0.380 -4.562 0.0 0.0 0.0 0.000
H -3.618 -2.294 -4.959 0.0 0.0 0.0 0.000
H -3.532 -4.264 -3.461 0.0 0.1 0.0 0.000
H -1.929 -4.318 -1.575 0.0 0.1 -0.1 0.000
H -0.399 -2.418 -1.192 0.0 0.0 0.0 -0.002
C 1.142 3.235 0.951 0.0 0.2 0.2 0.007
C 0.402 3.251 2.268 0.0 0.1 0.0 -0.024
C 0.568 4.383 3.060 0.1 -0.1 -0.2 0.002
C -0.061 4.520 4.284 -0.1 0.0 0.1 -0.005
C -0.858 3.472 4.714 0.0 -0.1 -0.1 0.003
C -1.066 2.317 3.953 0.0 0.0 0.2 -0.004
C -1.951 1.262 4.592 0.0 0.1 -0.1 -0.001
C -0.449 2.170 2.672 0.0 -0.3 -0.6 0.024
N -0.631 1.085 1.810 0.6 1.7 1.1 -0.033
H 1.099 4.220 0.477 0.0 0.0 0.0 -0.001
H 0.732 2.502 0.276 -0.2 -0.3 -0.2 0.013
H 2.198 2.993 1.093 0.0 0.0 0.0 0.002
H 1.218 5.180 2.697 -0.1 -0.1 0.0 0.000
H 0.057 5.417 4.884 0.0 -0.1 0.0 0.000
H -1.344 3.543 5.684 0.0 0.0 -0.1 0.000
H -2.131 1.531 5.635 0.0 0.0 0.0 0.000
H -1.504 0.263 4.593 0.0 0.0 -0.1 0.000
H -2.927 1.165 4.109 0.1 0.0 0.0 0.000
O -1.674 -0.851 0.614 -1.3 0.1 -0.1 0.016
S -2.526 0.001 1.602 -1.2 -0.8 -0.5 0.003
C -4.155 -0.869 1.113 0.0 0.0 0.2 0.001
C -5.123 0.162 0.533 0.1 0.0 0.1 -0.001
C -4.231 1.168 -0.184 0.0 -0.1 0.1 0.001
C -3.156 1.527 0.826 0.1 0.1 -0.1 0.008
H -4.540 -1.373 2.006 0.0 0.0 -0.1 0.000
H -3.878 -1.617 0.368 0.0 0.1 0.1 -0.001
H -5.671 0.676 1.333 0.0 -0.1 -0.1 0.000
H -5.863 -0.285 -0.134 0.0 0.0 0.1 0.000
H -4.775 2.051 -0.522 0.0 0.0 0.0 0.000
H -3.766 0.699 -1.059 0.0 0.0 0.0 -0.001
H -3.561 2.109 1.666 0.1 -0.1 -0.1 -0.001
H -2.300 2.056 0.423 0.0 0.0 0.1 -0.002
```
Forces are in eV/Å.

2S+1: 2

---

3.
The following is a quantum chemistry calculation of a molecular structure, C43H43N3OP2RuSSe3Te, from the OMol25 dataset.

XYZ file:
```
98
Properties=species:S:1:pos:R:3:forces:R:3:mulliken_spin:R:1
Ru 0.516 -0.508 -0.836 -0.4 0.2 -0.4 2.143
C 3.757 -0.740 0.676 0.2 -0.2 0.1 -0.007
N 3.252 -0.143 1.871 -0.2 0.3 -0.3 0.022
C 2.180 -0.856 2.491 -0.2 -0.2 0.2 -0.003
P 0.550 -0.726 1.605 0.0 0.2 -0.1 -0.023
C -0.439 -2.079 2.285 0.0 0.0 0.1 -0.006
C -0.054 -2.780 3.429 0.0 0.0 0.0 -0.005
C -0.884 -3.756 3.961 0.0 0.0 0.0 0.001
C -2.106 -4.034 3.370 0.0 0.0 0.0 0.000
C -2.508 -3.326 2.245 0.0 0.0 0.0 -0.008
C -1.678 -2.355 1.711 -0.1 0.0 -0.1 0.015
C -0.166 0.789 2.305 0.1 0.0 0.0 -0.016
C 0.353 2.018 1.900 0.0 0.0 -0.1 0.050
C -0.141 3.195 2.433 -0.1 0.0 0.0 0.005
C -1.168 3.156 3.368 0.0 0.0 0.0 0.001
C -1.690 1.936 3.771 0.0 0.0 0.0 0.000
C -1.191 0.751 3.245 0.0 0.0 0.0 -0.003
C 4.049 0.773 2.618 0.1 -0.2 0.1 -0.005
C 3.438 1.788 3.345 0.1 0.0 0.1 0.000
C 4.209 2.679 4.077 0.0 0.0 0.0 -0.001
C 5.591 2.579 4.077 0.0 0.0 0.0 0.001
C 6.200 1.559 3.361 0.0 0.0 0.0 0.000
C 5.436 0.649 2.647 -0.1 0.1 0.0 0.003
P 2.882 -0.178 -0.840 0.0 -0.2 0.0 0.239
C 3.685 -1.220 -2.075 0.2 0.1 0.0 -0.085
C 4.500 -0.708 -3.078 -0.1 0.0 -0.1 0.023
C 5.118 -1.571 -3.973 0.0 0.0 0.0 0.003
C 4.931 -2.942 -3.863 0.0 0.0 0.0 0.000
C 4.112 -3.455 -2.865 0.0 0.0 0.0 0.026
C 3.485 -2.597 -1.976 0.0 -0.1 0.1 -0.027
C 3.343 1.553 -1.000 0.1 0.0 0.0 -0.036
C 4.687 1.918 -0.899 0.0 0.0 0.0 -0.011
C 5.050 3.252 -0.951 0.0 0.0 0.0 0.001
C 4.077 4.232 -1.093 0.0 0.0 0.0 0.002
C 2.739 3.878 -1.186 0.0 0.0 0.0 0.021
C 2.373 2.543 -1.142 0.0 0.0 0.0 0.045
H 3.714 -1.837 0.706 0.0 0.0 0.0 0.001
H 4.804 -0.481 0.519 -0.1 0.0 0.0 -0.004
H 2.005 -0.455 3.491 0.0 -0.1 0.0 -0.005
H 2.412 -1.926 2.589 0.0 0.0 0.0 -0.004
H 0.881 -2.574 3.930 0.0 0.0 0.0 0.000
H -0.573 -4.295 4.845 0.0 0.0 0.0 0.000
H -2.746 -4.799 3.788 0.0 0.0 0.0 0.000
H -3.465 -3.533 1.785 0.0 0.0 0.0 -0.001
H -2.012 -1.790 0.847 0.0 0.0 0.0 0.003
H 1.154 2.064 1.168 0.0 0.0 0.1 -0.011
H 0.273 4.144 2.120 0.0 0.0 0.0 0.000
H -1.556 4.075 3.784 0.0 0.0 0.0 0.000
H -2.484 1.902 4.505 0.0 0.0 0.0 0.000
H -1.604 -0.193 3.575 0.0 0.0 0.0 -0.001
H 2.361 1.885 3.345 0.0 0.0 0.0 0.002
H 3.721 3.461 4.642 0.0 0.0 0.0 0.000
H 6.189 3.282 4.640 0.0 0.0 0.0 0.000
H 7.277 1.452 3.378 0.0 0.0 0.0 0.000
H 5.928 -0.170 2.139 0.0 0.0 0.0 0.000
H 4.647 0.361 -3.177 0.0 0.0 0.0 -0.004
H 5.752 -1.170 -4.752 0.0 0.0 0.0 0.000
H 5.424 -3.611 -4.555 0.0 0.0 0.0 -0.001
H 3.962 -4.522 -2.779 0.0 0.0 0.0 0.004
H 2.836 -3.011 -1.208 0.0 0.0 0.0 0.006
H 5.461 1.170 -0.776 0.0 0.0 0.0 0.001
H 6.092 3.529 -0.875 0.0 0.0 0.0 0.000
H 4.364 5.274 -1.131 0.0 0.0 0.0 0.000
H 1.980 4.641 -1.294 0.0 0.0 0.0 0.001
H 1.322 2.281 -1.213 0.0 0.0 0.0 -0.009
Se 0.876 0.126 -3.177 -0.1 0.0 0.1 0.255
Se 1.313 -1.682 -4.544 0.0 0.0 0.0 0.208
Te -0.258 -3.392 -3.690 0.0 -0.1 -0.1 0.598
Se -0.626 -2.717 -1.374 0.1 0.0 0.2 0.371
C -6.161 -1.058 0.499 0.0 -0.1 0.0 0.000
C -5.646 0.358 0.723 0.0 0.1 0.1 0.002
C -4.155 0.509 0.472 0.0 0.1 0.0 0.006
N -3.867 0.185 -0.933 0.0 0.0 -0.1 0.002
C -2.729 0.366 -1.555 0.2 0.1 -0.1 0.018
S -1.388 1.043 -0.666 0.0 -0.3 0.2 0.167
N -2.575 0.069 -2.864 0.0 0.0 0.1 0.000
C -3.412 -0.711 -3.729 0.0 -0.1 0.0 -0.002
O -2.872 -1.574 -4.375 0.0 0.1 0.0 0.014
C -4.850 -0.380 -3.820 0.1 -0.1 0.0 0.007
C -5.732 -1.407 -4.158 0.0 0.0 0.0 -0.001
C -7.081 -1.130 -4.298 0.1 0.0 0.0 0.000
C -7.542 0.170 -4.128 0.0 0.0 0.0 0.000
C -6.662 1.200 -3.821 0.0 0.0 0.0 0.000
C -5.313 0.929 -3.662 0.0 -0.1 0.1 -0.001
H -7.196 -1.148 0.823 0.0 0.0 0.0 0.000
H -5.573 -1.786 1.061 0.0 0.0 0.0 0.000
H -6.141 -1.356 -0.553 0.0 0.0 0.0 0.000
H -5.828 0.661 1.755 0.0 0.0 0.0 0.000
H -6.193 1.067 0.095 0.0 0.0 0.0 0.000
H -3.579 -0.163 1.113 0.0 0.0 0.0 -0.004
H -3.815 1.525 0.670 0.0 0.0 0.0 -0.002
H -4.641 -0.186 -1.468 -0.1 0.0 -0.1 0.001
H -1.602 0.057 -3.166 0.0 0.0 0.0 0.019
H -5.350 -2.407 -4.307 0.0 0.0 0.0 0.001
H -7.772 -1.922 -4.551 0.0 0.0 0.0 0.000
H -8.594 0.384 -4.251 0.0 0.0 0.0 0.000
H -7.025 2.212 -3.720 0.0 0.0 0.0 0.000
H -4.620 1.733 -3.450 0.0 0.0 0.0 0.000
```
Forces are in eV/Å.

net charge: +2
2S+1: 5

---

no.,E (a.u.)
1,-3792.30104
2,-4238.89369
3,-10551.59568